Formula: C43H44As2N3O4Sc
Source: OMol25
Level of theory: ωB97M-V with the def2-TZVPD basis set

Energy relative to the best compared isomer or geometry (same formula, charge and spin) in eV: 0.6628
HOMO level in eV: -12.979
Net charge: +2
LUMO energy in eV: -6.12

Positions of all 97 atoms, in Å:
Sc (1.02776, -1.67170, 0.81943)
C (-2.96406, -2.52488, 0.82329)
C (-3.09036, -1.23594, 0.02820)
As (-1.48384, -0.10609, 0.13126)
C (-1.60468, 0.91136, -1.49678)
C (-2.84346, 1.21917, -2.05561)
C (-2.90471, 1.92746, -3.24730)
C (-1.73588, 2.32932, -3.88087)
C (-0.50154, 2.03489, -3.32104)
C (-0.43644, 1.32516, -2.13042)
C (-1.98475, 1.11141, 1.55187)
C (-1.96526, 0.62544, 2.86004)
C (-2.32280, 1.44469, 3.92112)
C (-2.70723, 2.75897, 3.67594)
C (-2.73972, 3.24080, 2.37591)
C (-2.37690, 2.42160, 1.31117)
As (-1.20024, -3.35048, 0.61501)
C (-0.95443, -3.26883, -1.30516)
C (-1.97582, -3.44702, -2.23368)
C (-1.72728, -3.28286, -3.58818)
C (-0.46139, -2.92570, -4.03565)
C (0.56989, -2.75008, -3.12729)
C (0.31121, -2.92469, -1.77255)
C (-1.42392, -5.19729, 1.06670)
C (-2.50833, -5.92338, 0.58162)
C (-2.62771, -7.26436, 0.90906)
C (-1.67227, -7.87344, 1.71284)
C (-0.59425, -7.14683, 2.19453)
C (-0.46519, -5.80182, 1.87460)
H (-3.72562, -3.25006, 0.53517)
H (-3.08638, -2.35059, 1.89355)
H (-3.93106, -0.64117, 0.38488)
H (-3.24090, -1.43894, -1.03133)
H (-3.76316, 0.91638, -1.56923)
H (-3.86681, 2.16504, -3.68147)
H (-1.79029, 2.87417, -4.81443)
H (0.40783, 2.35808, -3.81127)
H (0.52721, 1.09981, -1.69434)
H (-1.67293, -0.40284, 3.06423)
H (-2.30985, 1.06171, 4.93300)
H (-2.98642, 3.40302, 4.49894)
H (-3.05000, 4.26063, 2.18643)
H (-2.40204, 2.80973, 0.29991)
H (-2.97123, -3.72278, -1.90682)
H (-2.52606, -3.43792, -4.30139)
H (-0.27535, -2.79951, -5.09352)
H (1.56554, -2.50079, -3.47000)
H (1.18770, -2.90212, -1.11031)
H (-3.25995, -5.46606, -0.05055)
H (-3.46767, -7.83468, 0.53595)
H (-1.77317, -8.92062, 1.96483)
H (0.14895, -7.62134, 2.82086)
H (0.37616, -5.23986, 2.25414)
C (4.94771, -2.60707, 1.64315)
C (3.80720, -3.10792, 0.78097)
C (4.25560, -3.96077, -0.38531)
O (3.06537, -1.92382, 0.25250)
C (2.78025, -3.85951, 1.64239)
O (2.99626, -4.96083, 2.04395)
O (1.64299, -3.18266, 1.85290)
H (5.67252, -2.05226, 1.04272)
H (5.46179, -3.46318, 2.07756)
H (4.58686, -1.97668, 2.45699)
H (4.99398, -3.43286, -0.98956)
H (3.41184, -4.24644, -1.01515)
H (4.70826, -4.87195, 0.00239)
H (3.70256, -1.22330, 0.06361)
C (-0.03210, 5.69829, -3.54988)
C (0.33302, 5.67342, -2.09207)
C (-0.44811, 5.00440, -1.15814)
C (-0.13580, 5.02087, 0.19586)
C (0.99823, 5.68901, 0.63188)
N (1.37735, 5.73666, 2.00706)
C (1.01633, 4.85981, 2.99433)
O (0.79624, 5.18803, 4.13395)
N (0.91248, 3.49060, 2.66154)
C (1.57370, 2.72012, 1.73975)
C (2.56201, 3.16517, 0.85737)
C (3.05818, 2.29045, -0.09012)
C (2.60901, 0.98497, -0.12960)
N (1.72594, 0.51948, 0.77020)
C (1.23895, 1.36384, 1.68173)
C (1.79888, 6.35724, -0.28963)
C (1.45960, 6.35483, -1.63084)
H (-0.96637, 5.16844, -3.73181)
H (0.74717, 5.23841, -4.16084)
H (-0.15380, 6.72343, -3.90082)
H (-1.34008, 4.48426, -1.49178)
H (-0.78150, 4.53071, 0.91090)
H (1.52430, 6.66020, 2.39243)
H (0.40070, 3.00284, 3.38437)
H (2.93336, 4.17633, 0.91209)
H (3.79414, 2.62590, -0.80742)
H (2.93206, 0.31035, -0.91362)
H (0.52282, 0.97024, 2.39205)
H (2.68019, 6.88794, 0.05063)
H (2.07899, 6.89889, -2.33395)

Taken from the Löwdin analysis, the atomic charges in e are: Sc 0.97; C -0.40; C -0.40; As 1.28; C -0.39; C -0.10; C -0.05; C -0.07; C -0.07; C -0.11; C -0.40; C -0.14; C -0.06; C -0.05; C -0.06; C -0.10; As 1.27; C -0.39; C -0.09; C -0.03; C -0.04; C -0.05; C -0.16; C -0.37; C -0.10; C -0.06; C -0.05; C -0.05; C -0.10; H 0.08; H 0.07; H 0.09; H 0.06; H 0.11; H 0.12; H 0.12; H 0.11; H 0.07; H 0.10; H 0.12; H 0.12; H 0.12; H 0.09; H 0.11; H 0.12; H 0.12; H 0.12; H 0.06; H 0.09; H 0.12; H 0.12; H 0.12; H 0.08; C 0.02; C -0.45; C 0.02; O -0.13; C -0.52; O 0.18; O -0.19; H 0.11; H 0.12; H 0.11; H 0.10; H 0.10; H 0.11; H 0.10; C -0.04; C -0.26; C -0.03; C -0.02; C -0.27; N 0.14; C -0.50; O 0.12; N 0.16; C -0.19; C 0.05; C 0.00; C -0.16; N -0.07; C -0.07; C -0.02; C -0.02; H 0.06; H 0.09; H 0.09; H 0.11; H 0.09; H 0.17; H 0.15; H 0.12; H 0.13; H 0.12; H 0.10; H 0.12; H 0.12